w.
Here is a cluster of 2 separate species, C4H11N2 in total from the OMol25 dataset. Energies are from wB97M-V/def2-TZVPD.

Computed properties:
2S+1: 2
Highest occupied orbital energy (spin up / spin down): -7.4096 / -9.4170 eV
Kohn-Sham gap (spin up / spin down): 8.4 / 9.5 eV

Cartesian coordinates (Å):
1 C 0.179 -2.541 1.538
2 C 0.545 -1.110 0.838
3 C -0.217 0.009 1.185
4 C -0.135 1.306 0.785
5 N -0.921 2.356 1.400
6 N 0.436 0.433 -4.049
7 H -0.149 -2.262 2.568
8 H 1.063 -3.149 1.808
9 H 1.169 -0.938 -0.072
10 H -0.033 0.341 -4.924
11 H -1.011 -0.142 1.783
12 H 0.773 1.515 0.165
13 H -1.398 3.094 0.827
14 H -0.450 2.775 2.214
15 H 1.009 1.167 -3.864
16 H -0.668 -3.103 1.042
17 H -0.194 0.248 -3.243

x.
Here is an isolated molecule of C4H11N2 from the OMol25 dataset. Energies are from wB97M-V/def2-TZVPD.

Computed properties:
2S+1: 2
Highest occupied orbital energy (spin up / spin down): -3.4190 / -6.1351 eV
Kohn-Sham gap (spin up / spin down): 3.9 / 6.4 eV

Cartesian coordinates (Å):
1 C -0.460 -0.075 1.737
2 C 0.422 1.026 1.005
3 C 0.481 0.904 -0.473
4 C 1.019 -0.152 -1.100
5 N 0.416 -0.705 -2.216
6 N -1.551 -0.686 0.890
7 H 0.125 -0.895 1.943
8 H -0.885 0.142 2.731
9 H 1.338 0.727 1.397
10 H 0.305 2.067 1.335
11 H 0.362 1.859 -0.929
12 H 1.953 -0.626 -0.736
13 H 0.052 0.088 -2.972
14 H 1.198 -1.328 -2.711
15 H -1.526 -1.681 0.969
16 H -1.297 -0.487 -0.111
17 H -2.453 -0.348 1.347

Tell me which of them is the least stable. Sure, it is x.

w.
Here is an isolated molecule of C2H2ClN from the OMol25 dataset. Energies are from wB97M-V/def2-TZVPD.

Computed properties:
2S+1: 1
Highest occupied orbital energy (spin up / spin down): -9.9095 / -9.2748 eV
Kohn-Sham gap (spin up / spin down): 9.2 / 8.5 eV

Cartesian coordinates (Å):
1 C -0.063 0.580 -0.374
2 C -0.315 -0.497 0.725
3 N -0.720 -1.493 0.143
4 Cl 1.642 0.712 -0.981
5 H 0.084 -0.227 1.713
6 H -0.627 0.926 -1.225

x.
Here is a cluster of 2 separate species, C2H2ClN in total from the OMol25 dataset. Energies are from wB97M-V/def2-TZVPD.

Computed properties:
2S+1: 1
Highest occupied orbital energy (spin up / spin down): -9.5303 / -9.5132 eV
Kohn-Sham gap (spin up / spin down): 8.7 / 8.6 eV

Cartesian coordinates (Å):
1 C -1.118 -0.057 0.571
2 C -1.177 0.247 -0.596
3 N 1.992 -0.930 -0.275
4 Cl 2.216 0.439 0.384
5 H -0.756 -0.127 1.540
6 H -1.157 0.428 -1.623

Tell me which of them is the least stable. Sure, it is x.

w.
Here is an isolated molecule of C5H7NS from the OMol25 dataset. Energies are from wB97M-V/def2-TZVPD.

Computed properties:
2S+1: 1
Highest occupied orbital energy: -8.2798 eV
Kohn-Sham gap: 8.0 eV

Cartesian coordinates (Å):
1 C -0.161 0.024 -1.609
2 C -0.654 -0.924 -0.457
3 C -0.589 -0.390 1.029
4 C 0.872 -0.546 1.452
5 C 0.083 2.360 -0.969
6 N 0.237 1.203 -1.394
7 S 1.797 0.394 2.430
8 H -0.304 -0.420 -2.597
9 H -1.746 -0.948 -0.775
10 H -0.199 -1.932 -0.527
11 H -0.823 0.722 1.160
12 H -1.089 -0.949 1.845
13 H 1.473 -1.362 0.934
14 H 1.102 2.768 -0.521

x.
Here is an isolated molecule of C5H7NS from the OMol25 dataset. Energies are from wB97M-V/def2-TZVPD.

Computed properties:
2S+1: 1
Highest occupied orbital energy: -7.9502 eV
SMILES string: NC1C=CSC=C1
Kohn-Sham gap: 8.8 eV

Cartesian coordinates (Å):
1 N 1.861 0.143 0.581
2 C 0.727 0.132 -0.303
3 C -0.131 1.315 -0.208
4 C -1.489 1.379 0.007
5 S -2.493 -0.036 0.221
6 C -1.300 -1.291 0.029
7 C -0.017 -1.194 -0.285
8 H 1.679 -0.341 1.490
9 H 2.765 -0.373 0.248
10 H 1.201 0.204 -1.219
11 H 0.447 2.177 -0.287
12 H -2.018 2.266 0.137
13 H -1.759 -2.312 0.129
14 H 0.526 -2.069 -0.540

Tell me which of them is the least stable. Sure, it is w.

w.
Here is a cluster of 8 separate species, C4H22NO7 in total from the OMol25 dataset. Energies are from wB97M-V/def2-TZVPD.

Computed properties:
2S+1: 1
Highest occupied orbital energy: -13.0663 eV
Total charge: +1
Kohn-Sham gap: 9.4 eV

Cartesian coordinates (Å):
1 C -1.191 -2.474 2.595
2 C -0.072 -1.693 1.984
3 C 0.313 -1.891 0.734
4 N 1.618 -1.356 0.329
5 C 2.011 -1.665 -0.846
6 H -1.712 -3.162 1.943
7 H -0.817 -3.255 3.292
8 H -1.703 -1.822 3.304
9 H 0.484 -1.120 2.720
10 H -0.123 -2.500 -0.055
11 H 2.001 -0.699 1.023
12 H 2.920 -1.188 -1.174
13 H 1.351 -2.358 -1.337
14 H -0.846 1.390 -4.681
15 H -0.154 1.814 -3.351
16 O -0.895 1.337 -3.724
17 H 4.043 -1.198 2.149
18 H 3.491 -0.407 3.244
19 O 3.183 -1.015 2.556
20 H 3.092 1.839 0.305
21 H 1.663 1.487 -0.344
22 O 2.492 1.136 0.033
23 H -2.579 0.283 -0.956
24 H -3.839 0.419 -0.149
25 O -2.886 0.527 -0.045
26 H -0.600 2.800 -0.006
27 H 0.791 3.371 -0.305
28 O 0.262 2.578 -0.445
29 H -2.807 3.381 0.820
30 H -2.351 2.164 0.056
31 O -2.235 3.155 0.079
32 H -2.606 -1.024 -2.591
33 H -1.400 -0.194 -2.909
34 O -1.746 -0.801 -2.216

x.
Here is a cluster of 6 separate species, C4H22NO7 in total from the OMol25 dataset. Energies are from wB97M-V/def2-TZVPD.

Computed properties:
2S+1: 1
Highest occupied orbital energy: -13.4548 eV
Total charge: +1
Kohn-Sham gap: 10.4 eV

Cartesian coordinates (Å):
1 C 2.132 -0.361 -0.196
2 O 2.210 -1.202 -1.256
3 C 0.816 -0.197 0.566
4 C 0.904 0.565 1.819
5 C -0.338 0.433 2.657
6 O -1.510 0.280 1.864
7 N -0.190 0.527 -0.482
8 H 2.491 0.613 -0.558
9 H 2.899 -0.777 0.510
10 H 1.433 -1.233 -1.940
11 H 0.257 -1.187 0.800
12 H 1.087 1.571 1.481
13 H 1.756 0.389 2.394
14 H -0.475 1.397 3.175
15 H -0.294 -0.424 3.480
16 H -1.642 -0.702 1.690
17 H 0.346 1.323 -0.738
18 H -0.569 -0.073 -1.277
19 H -1.028 0.713 0.162
20 H 3.921 1.712 0.981
21 H 3.820 2.902 0.017
22 O 3.270 2.185 0.424
23 H -2.583 2.976 -0.407
24 H -2.781 1.728 0.316
25 O -2.136 2.400 0.108
26 H -1.408 -3.498 0.082
27 H -0.474 -2.936 -0.770
28 O -1.155 -3.552 -0.809
29 H -2.266 -0.129 -2.180
30 H -3.423 -0.571 -1.215
31 O -2.849 0.188 -1.493
32 H -0.843 -1.227 -3.649
33 H -0.744 -2.391 -2.839
34 O -0.632 -1.441 -2.715

Tell me which of them is the least stable. Sure, it is x.

w.
Here is a cluster of 2 separate species, C5H15N3O in total from the OMol25 dataset. Energies are from wB97M-V/def2-TZVPD.

Computed properties:
2S+1: 1
Highest occupied orbital energy: -8.4499 eV
SMILES string: CC(N)(N)O.CC(C)=N
Kohn-Sham gap: 9.3 eV

Cartesian coordinates (Å):
1 C -0.840 -0.805 -1.103
2 C -1.554 -0.786 0.470
3 N -0.813 -1.753 1.240
4 N -2.903 -1.254 0.256
5 O -1.538 0.438 1.054
6 H -1.226 0.005 -1.712
7 H 0.240 -0.837 -1.079
8 H -1.175 -1.759 -1.489
9 H -0.743 -1.505 2.218
10 H -0.887 -2.680 0.844
11 H -3.353 -1.440 1.147
12 H -3.444 -0.556 -0.244
13 H -0.761 1.138 0.691
14 C 1.874 0.410 1.009
15 C 1.389 1.271 -0.111
16 C 2.194 1.270 -1.373
17 N 0.325 1.955 0.068
18 H 1.379 0.678 1.941
19 H 2.954 0.516 1.130
20 H 1.615 -0.637 0.808
21 H 2.231 0.260 -1.778
22 H 3.220 1.583 -1.158
23 H 1.775 1.940 -2.125
24 H 0.042 2.549 -0.705

x.
Here is a cluster of 2 separate species, C5H15N3O in total from the OMol25 dataset. Energies are from wB97M-V/def2-TZVPD.

Computed properties:
2S+1: 1
Highest occupied orbital energy: -6.4318 eV
Kohn-Sham gap: 7.3 eV

Cartesian coordinates (Å):
1 C -1.429 -0.530 0.639
2 C -0.527 2.164 -0.722
3 C -1.920 -1.875 0.201
4 N -0.209 0.754 -0.545
5 H -0.282 0.233 -1.415
6 H -2.158 0.248 0.417
7 H -1.152 -0.453 1.680
8 H -1.504 2.248 -1.200
9 H 0.239 2.653 -1.332
10 H -0.591 2.670 0.242
11 H -3.014 -1.938 0.274
12 H -1.665 -2.064 -0.848
13 H -1.455 -2.663 0.795
14 C 1.072 0.340 0.127
15 N 2.160 0.740 -0.783
16 N 1.305 1.016 1.370
17 C 0.845 -1.133 0.355
18 O 0.911 -1.764 -0.944
19 H 0.483 -2.624 -0.886
20 H 3.040 0.689 -0.281
21 H 2.216 0.078 -1.553
22 H 1.382 2.020 1.277
23 H 0.664 0.750 2.103
24 H 1.592 -1.559 1.032

Tell me which of them is the least stable. Sure, it is x.